Entry 1:
{"formula": "C18H20N4O4S2", "method": "the ωB97M-V functional and the def2-TZVPD basis", "species": ["O", "C", "N", "N", "C", "O", "C", "C", "C", "C", "C", "O", "N", "N", "C", "O", "C", "C", "C", "C", "S", "C", "C", "C", "C", "C", "C", "S", "H", "H", "H", "H", "H", "H", "H", "H", "H", "H", "H", "H", "H", "H", "H", "H", "H", "H", "H", "H"], "xyz": [[3.45, -0.22, 4.26], [4.09, -0.77, 3.35], [3.55, -1.32, 2.14], [2.28, -1.06, 2.02], [1.78, -1.47, 0.96], [2.37, -2.33, 0.30], [0.21, -1.36, 1.09], [-0.48, -2.60, 0.08], [-1.66, -2.02, -0.71], [-0.81, -1.35, -2.01], [-1.99, -0.33, -2.69], [-2.59, -1.02, -3.76], [-2.37, 0.67, -2.19], [-3.49, 1.31, -2.53], [-4.01, 2.55, -1.87], [-3.47, 2.73, -0.79], [-5.11, 3.12, -2.74], [-5.72, 4.15, -1.99], [-6.62, 4.77, -2.92], [-6.86, 3.83, -3.90], [-5.79, 2.59, -4.14], [0.29, -0.37, -1.51], [0.19, -0.04, -0.05], [5.48, -1.08, 3.72], [6.36, -0.91, 4.88], [7.79, -1.12, 4.69], [8.02, -1.72, 3.58], [6.73, -2.04, 2.44], [4.16, -2.07, 1.64], [1.87, -0.63, 2.78], [-0.32, -1.32, 2.04], [0.33, -3.04, -0.46], [-0.97, -3.22, 0.91], [-2.25, -1.28, -0.16], [-2.14, -2.84, -1.09], [-0.55, -2.06, -2.51], [-2.13, 0.89, -1.37], [-3.85, 1.14, -3.44], [-5.44, 4.69, -1.18], [-7.17, 5.56, -2.89], [-7.62, 4.03, -4.68], [0.18, 0.61, -2.03], [1.18, -1.08, -1.69], [0.83, 0.45, 0.22], [-0.78, 0.49, 0.15], [5.84, 0.01, 5.54], [8.38, -0.80, 5.40], [8.80, -2.13, 3.09]], "mulliken_charge": [-0.655, 0.441, -0.465, 0.124, 0.247, -0.751, -0.077, -0.994, -0.765, -1.056, 0.417, -0.796, 0.295, -0.500, 0.719, -0.654, 0.270, -0.677, -0.858, -0.112, -0.158, -0.688, -1.968, 0.081, -0.211, -0.674, -0.244, -0.179, 0.354, 0.290, 0.471, 0.489, 0.334, 0.354, 0.431, 1.432, 0.109, 0.244, 0.467, 0.616, 0.359, 0.460, 0.317, 1.770, 0.168, 0.214, 0.577, 0.437], "e_homo_ev": -8.38, "e_above_lowest_ev": 16.321, "homo_lumo_gap_ev": 7.86, "lumo_energy_ev": -0.51, "energy_ha": -2013.7405}

Entry 2:
{"formula": "C18H20N4O8S", "method": "the ωB97M-V functional and the def2-TZVPD basis", "species": ["C", "O", "C", "C", "C", "C", "S", "O", "O", "N", "C", "C", "O", "C", "C", "C", "C", "N", "C", "O", "C", "O", "C", "C", "C", "C", "N", "C", "N", "O", "O", "H", "H", "H", "H", "H", "H", "H", "H", "H", "H", "H", "H", "H", "H", "H", "H", "H", "H", "H", "H"], "xyz": [[-0.66, -4.64, 1.59], [-0.14, -3.45, 1.05], [-0.94, -2.64, 0.35], [-2.33, -2.78, 0.25], [-3.09, -1.83, -0.41], [-2.48, -0.74, -0.99], [-3.47, 0.55, -1.73], [-2.70, 1.20, -2.75], [-4.76, 0.03, -2.05], [-3.68, 1.66, -0.50], [-4.50, 1.22, 0.61], [-4.88, 2.45, 1.43], [-3.73, 3.14, 1.87], [-2.94, 3.57, 0.78], [-2.50, 2.38, -0.07], [-1.11, -0.59, -0.94], [-0.33, -1.54, -0.30], [1.06, -1.37, -0.28], [1.98, -2.33, -0.54], [1.76, -3.48, -0.81], [3.43, -1.81, -0.49], [3.40, -0.40, -0.32], [4.50, 0.34, -0.36], [5.81, -0.14, -0.51], [6.87, 0.75, -0.52], [6.60, 2.11, -0.39], [5.38, 2.58, -0.24], [4.37, 1.74, -0.23], [3.07, 2.37, -0.07], [3.06, 3.56, 0.12], [2.08, 1.67, -0.12], [0.19, -5.16, 2.02], [-1.10, -5.27, 0.81], [-1.40, -4.44, 2.37], [-2.82, -3.62, 0.71], [-4.16, -1.94, -0.49], [-5.38, 0.74, 0.19], [-3.95, 0.51, 1.24], [-5.42, 2.16, 2.33], [-5.50, 3.12, 0.82], [-2.08, 4.08, 1.21], [-3.52, 4.26, 0.15], [-1.97, 2.71, -0.96], [-1.84, 1.73, 0.53], [-0.65, 0.26, -1.42], [1.38, -0.41, -0.25], [3.93, -2.09, -1.42], [3.94, -2.30, 0.35], [5.99, -1.20, -0.61], [7.88, 0.40, -0.64], [7.39, 2.85, -0.39]], "mulliken_charge": [-0.995, -0.397, 0.897, -0.613, -0.831, -0.500, 1.245, -0.723, -0.737, 0.013, -0.416, -0.698, -0.398, -0.751, -0.341, -0.334, 0.171, 0.094, 0.180, -0.626, -0.467, -0.190, 1.083, -0.596, -0.424, -0.506, -0.474, -0.082, 1.068, -0.581, -0.696, 0.246, 0.405, 0.351, 0.437, 0.514, 0.424, 0.294, 0.346, 0.360, 0.352, 0.369, 0.418, 0.259, 0.579, 0.250, 0.402, 0.377, 0.433, 0.401, 0.411], "e_homo_ev": -8.79, "e_above_lowest_ev": 0.137, "homo_lumo_gap_ev": 7.85, "lumo_energy_ev": -0.94, "energy_ha": -1916.9219}

Entry 3:
{"formula": "C18H20O5V", "method": "the ωB97M-V functional and the def2-TZVPD basis", "species": ["V", "O", "C", "O", "C", "C", "C", "C", "C", "O", "C", "C", "O", "O", "H", "H", "H", "H", "H", "H", "H", "H", "C", "C", "C", "C", "C", "C", "C", "C", "C", "C", "H", "H", "H", "H", "H", "H", "H", "H", "H", "H", "H", "H"], "xyz": [[-0.21, -1.39, 0.70], [-2.77, -2.28, 1.76], [-2.32, -1.28, 1.27], [-1.75, -1.24, 0.06], [-2.16, 0.06, 2.03], [-1.56, 1.11, 1.08], [-1.53, 2.48, 1.77], [-0.32, 2.34, 2.72], [0.06, 0.87, 2.52], [-0.15, 0.70, 1.07], [-1.02, -0.06, 3.12], [-0.47, -1.49, 3.26], [-0.70, -2.22, 4.17], [0.31, -1.80, 2.20], [-3.12, 0.33, 2.47], [-1.95, 1.11, 0.07], [-2.47, 2.67, 2.29], [-1.38, 3.27, 1.04], [-0.57, 2.55, 3.76], [0.50, 2.98, 2.42], [1.08, 0.62, 2.78], [-1.36, 0.25, 4.10], [3.04, -0.38, -0.92], [1.85, -1.20, -1.48], [2.39, -2.19, -2.53], [1.32, -1.84, -0.24], [0.78, -0.30, -2.10], [0.93, 1.08, -2.26], [-0.08, 1.83, -2.84], [-1.25, 1.23, -3.29], [-1.39, -0.14, -3.16], [-0.39, -0.90, -2.58], [3.74, -1.04, -0.39], [2.69, 0.38, -0.23], [3.58, 0.08, -1.75], [3.17, -2.82, -2.10], [2.80, -1.64, -3.37], [1.59, -2.83, -2.91], [1.99, -2.59, 0.18], [1.83, 1.58, -1.93], [0.06, 2.90, -2.95], [-2.02, 1.83, -3.74], [-2.29, -0.63, -3.53], [-0.49, -1.98, -2.54]], "mulliken_charge": [0.569, -0.484, 0.023, -0.342, -0.032, 0.000, -1.037, -0.933, 0.103, -0.137, -0.054, -0.109, -0.477, -0.680, 0.643, 0.670, 0.371, 0.363, 0.409, 0.388, 0.580, 0.671, -1.995, 2.236, -1.684, -0.976, 0.049, -0.179, -0.812, -0.553, -0.895, 0.000, 0.460, 0.352, 0.474, 0.461, 0.413, 0.359, 0.682, 0.420, 0.434, 0.447, 0.425, 0.379], "e_homo_ev": [-12.45, -12.42], "e_above_lowest_ev": 1.189, "homo_lumo_gap_ev": [7.65, 8.18], "total_charge": 1, "lumo_energy_ev": [-4.80, -4.24], "energy_ha": -2017.7979}

Entry 4:
{"formula": "C18H21AuN6O2S2", "method": "the ωB97M-V functional and the def2-TZVPD basis", "species": ["Au", "O", "N", "C", "C", "C", "C", "C", "S", "H", "H", "H", "H", "C", "S", "C", "O", "H", "H", "H", "H", "H", "H", "C", "C", "N", "C", "C", "N", "C", "N", "N", "N", "C", "C", "C", "C", "C", "C", "H", "H", "H", "H", "H", "H", "H", "H", "H", "H", "H"], "xyz": [[-1.25, 0.44, -1.28], [-1.74, -0.69, -2.96], [-2.42, -0.14, -3.97], [-2.90, -0.97, -4.94], [-3.53, -0.48, -6.05], [-3.69, 0.91, -6.21], [-3.24, 1.74, -5.20], [-2.63, 1.22, -4.07], [-2.21, 2.24, -2.73], [-2.72, -2.02, -4.77], [-3.90, -1.16, -6.80], [-4.17, 1.31, -7.09], [-3.38, 2.81, -5.26], [3.44, 0.51, -1.96], [2.17, 1.83, -2.14], [2.64, 2.37, -3.82], [0.89, 1.09, -2.29], [4.40, 0.99, -1.78], [3.47, -0.11, -2.85], [3.16, -0.09, -1.10], [3.62, 2.83, -3.74], [1.90, 3.11, -4.15], [2.64, 1.53, -4.51], [1.31, 1.44, 1.15], [-0.05, 1.06, 1.57], [-1.09, 0.83, 0.77], [-2.15, 0.54, 1.58], [-1.75, 0.59, 2.88], [-0.43, 0.92, 2.86], [0.41, 0.99, 4.04], [0.39, -0.24, 4.75], [-0.05, -0.30, 6.04], [0.05, -1.50, 6.45], [0.56, -2.31, 5.51], [0.89, -3.66, 5.49], [1.35, -4.19, 4.29], [1.50, -3.41, 3.15], [1.20, -2.05, 3.15], [0.76, -1.50, 4.35], [1.35, 1.46, 0.07], [2.05, 0.74, 1.53], [1.57, 2.43, 1.53], [-3.12, 0.33, 1.19], [-2.29, 0.40, 3.78], [0.04, 1.76, 4.72], [1.44, 1.23, 3.73], [0.81, -4.26, 6.38], [1.61, -5.23, 4.24], [1.84, -3.87, 2.24], [1.26, -1.47, 2.24]], "mulliken_charge": [0.583, -0.703, 0.477, -0.284, -0.642, -0.161, -0.716, 0.736, -0.353, 0.422, 0.389, 0.424, 0.364, -0.986, 0.389, -0.990, -0.496, 0.424, 0.360, 0.247, 0.406, 0.353, 0.325, -0.270, 1.273, -0.716, -0.546, -0.359, 0.187, -1.020, 0.706, -0.701, -0.477, 0.056, -0.729, -0.501, -0.670, -0.415, 1.250, -0.854, 0.453, 0.449, 0.467, 0.492, 0.322, 0.503, 0.446, 0.378, 0.403, 0.305], "e_homo_ev": [-11.30, -11.14], "e_above_lowest_ev": 0.193, "homo_lumo_gap_ev": [8.84, 6.23], "multiplicity": 2, "s_squared": 0.758, "total_charge": 1, "lumo_energy_ev": [-2.46, -4.91], "energy_ha": -2109.2683}